No. 1
Density functional theory data (wB97M-V/def2-TZVPD) for C30H22CoFN6O7 as an isolated structure.

XYZ file:
```
67
C30H22CoFN6O7 (wB97M-V/def2-TZVPD)
Co 0.82 -0.13 0.95
C 5.09 -0.93 -0.10
C 3.68 -1.09 0.22
N 2.88 -0.11 0.39
N 3.37 1.14 0.26
C 2.56 2.01 0.79
O 1.49 1.62 1.39
C 2.86 3.46 0.72
C 1.89 4.39 1.14
C 2.22 5.76 1.14
C 3.41 6.18 0.59
C 4.30 5.27 0.06
C 4.04 3.91 0.11
C 3.08 -2.42 0.43
C 3.81 -3.57 0.45
C 3.17 -4.79 0.61
C 1.80 -4.78 0.67
C 1.12 -3.56 0.65
N 1.76 -2.39 0.53
H 5.16 -0.04 -0.74
H 5.57 -1.79 -0.59
H 5.68 -0.69 0.80
H 0.92 4.00 1.48
H 1.53 6.49 1.51
H 3.62 7.24 0.51
H 5.21 5.61 -0.42
H 4.77 3.20 -0.31
H 4.90 -3.54 0.42
H 3.72 -5.71 0.57
H 1.24 -5.69 0.73
H 0.05 -3.53 0.78
O -0.79 -1.50 4.28
C -0.48 -1.21 3.17
O 0.68 -0.77 2.79
C -1.43 -1.54 2.00
C -2.70 -2.05 2.22
C -3.46 -2.37 1.13
C -2.94 -2.26 -0.14
C -3.67 -2.64 -1.31
C -3.14 -2.51 -2.56
C -1.81 -2.02 -2.67
C -1.09 -1.69 -1.59
C -1.65 -1.75 -0.28
N -0.92 -1.38 0.79
H -3.03 -2.07 3.23
H -4.49 -2.71 1.27
H -4.66 -3.07 -1.21
H -3.68 -2.81 -3.48
H -1.31 -1.98 -3.61
H -0.10 -1.31 -1.78
F -5.18 -0.31 -3.33
C -4.70 0.37 -2.30
C -3.51 1.00 -2.32
N -3.00 1.66 -1.24
C -1.65 2.20 -1.21
C -0.68 1.37 -0.39
O 0.36 0.84 -0.92
O -0.92 1.21 0.82
C -3.83 1.97 -0.15
O -3.53 2.76 0.69
N -4.99 1.18 -0.10
C -5.50 0.36 -1.10
O -6.52 -0.28 -0.92
H -2.92 1.01 -3.26
H -1.66 3.17 -0.74
H -1.27 2.31 -2.25
H -5.56 1.29 0.76
```

Properties
⟨S²⟩ ... 6.0109
Energy above the lowest of the compared OMol25 structures with the same formula, charge and spin ... 10.1 kcal per mole
Spin multiplicity ... 5
Orbital gap (alpha / beta) ... 0.29026 / 0.24243 Eh
HOMO energy (alpha / beta) ... -0.312 / -0.309 Eh

=====

No. 2
Density functional theory data (wB97M-V/def2-TZVPD) for a 2-piece molecular cluster, C5H13NSi overall.

XYZ file:
```
20
C5H13NSi (wB97M-V/def2-TZVPD)
C 2.15 0.06 -0.28
C 1.03 -0.65 -0.12
C 2.26 1.56 -0.38
C 0.79 -2.00 0.48
C -2.58 -0.78 -0.48
N -1.17 1.72 1.04
Si -1.19 0.59 -0.28
H 3.08 -0.39 -0.23
H 1.37 1.85 -0.73
H 2.30 2.03 0.74
H 3.10 1.77 -1.06
H 1.78 -2.47 0.53
H 0.22 -1.94 1.37
H 0.02 -2.48 -0.22
H -2.97 -1.16 0.37
H -3.36 -0.40 -1.02
H -2.25 -1.57 -1.04
H -1.94 2.29 1.23
H -0.42 2.01 1.58
H -1.66 1.45 -1.37
```

Properties
Energy above the lowest of the compared OMol25 structures with the same formula, charge and spin ... 77.9 kcal per mole
Spin multiplicity ... 1
Orbital gap ... 0.34670 Eh
HOMO energy ... -0.313 Eh

=====

No. 3
Density functional theory data (wB97M-V/def2-TZVPD) for a 2-piece molecular cluster, CH3NS2 overall.

XYZ file:
```
7
CH3NS2 (wB97M-V/def2-TZVPD)
C -0.85 -0.56 -0.74
N -0.02 1.03 1.17
S -1.01 -2.10 -0.45
S -1.25 0.81 0.25
H 1.18 0.03 -1.13
H 0.59 0.20 1.53
H 1.36 0.58 -0.62
```

Properties
Energy above the lowest of the compared OMol25 structures with the same formula, charge and spin ... 109.9 kcal per mole
Spin multiplicity ... 1
Orbital gap (alpha / beta) ... 0.26386 / 0.26976 Eh
HOMO energy (alpha / beta) ... -0.305 / -0.310 Eh

=====

No. 4
Density functional theory data (wB97M-V/def2-TZVPD) for a 3-piece molecular cluster, C23H46BClN3O2 overall.

XYZ file:
```
76
C23H46BClN3O2 (wB97M-V/def2-TZVPD)
C -3.97 -1.88 4.09
C -4.51 -3.14 3.39
N -3.91 -3.38 2.08
B -2.81 -4.37 1.99
Cl -1.25 -3.68 3.08
O -3.08 -5.71 2.52
C -2.14 -6.55 1.91
C -1.79 -5.87 0.57
C -0.28 -5.83 0.32
C 0.11 -4.83 -0.73
C 0.51 -3.55 -0.37
C 0.83 -2.61 -1.33
C 0.76 -2.93 -2.68
C 0.36 -4.20 -3.05
C 0.04 -5.13 -2.09
O -2.34 -4.59 0.63
H -3.19 -2.12 4.81
H -4.76 -1.34 4.61
H -3.53 -1.22 3.35
H -4.36 -4.00 4.04
H -5.59 -3.02 3.26
H -4.61 -3.56 1.38
H -1.25 -6.65 2.54
H -2.60 -7.53 1.74
H -2.26 -6.43 -0.26
H 0.08 -6.82 0.01
H 0.21 -5.58 1.27
H 0.52 -3.29 0.69
H 1.13 -1.61 -1.02
H 1.00 -2.19 -3.44
H 0.30 -4.47 -4.10
H -0.28 -6.13 -2.39
C 3.30 1.55 0.70
C 3.80 0.74 -0.48
N 3.10 1.05 -1.72
C 3.33 0.07 -2.77
C 4.74 -0.06 -3.34
C 3.10 2.44 -2.12
C 4.45 3.14 -2.34
H 2.22 1.44 0.82
H 3.78 1.21 1.62
H 3.52 2.62 0.60
H 3.62 -0.32 -0.28
H 4.89 0.86 -0.56
H 2.63 0.29 -3.58
H 3.02 -0.90 -2.37
H 5.00 0.77 -4.00
H 4.81 -0.98 -3.93
H 5.50 -0.12 -2.56
H 2.55 3.00 -1.36
H 2.50 2.52 -3.02
H 5.16 2.90 -1.55
H 4.31 4.22 -2.34
H 4.90 2.87 -3.29
C -1.26 7.05 1.46
C -0.63 5.83 0.81
N -1.22 4.58 1.25
C -0.45 3.41 0.87
C -0.30 3.10 -0.62
C -2.66 4.48 1.08
C -3.24 4.66 -0.33
H -1.24 6.97 2.55
H -0.71 7.95 1.17
H -2.30 7.20 1.15
H 0.43 5.79 1.09
H -0.65 5.96 -0.28
H -0.89 2.55 1.38
H 0.55 3.54 1.30
H -1.21 2.69 -1.05
H 0.48 2.34 -0.75
H 0.00 3.98 -1.20
H -3.13 5.21 1.74
H -2.96 3.50 1.47
H -2.80 5.52 -0.84
H -4.31 4.83 -0.27
H -3.08 3.78 -0.95
```

Properties
Charge ... -1
Spin multiplicity ... 1
Orbital gap ... 0.25862 Eh
HOMO energy ... -0.171 Eh

=====

No. 5
Density functional theory data (wB97M-V/def2-TZVPD) for a 2-piece molecular cluster, C4H10OS overall.

XYZ file:
```
16
C4H10OS (wB97M-V/def2-TZVPD)
C -1.99 -0.80 -1.32
C 1.02 1.57 1.01
C -0.39 -0.54 0.52
C 0.47 0.62 -0.02
O 0.16 -1.76 0.74
S 1.86 -0.03 -1.07
H -1.74 0.03 -1.88
H -2.99 -0.68 -0.71
H -1.79 -1.87 -1.57
H 1.62 0.90 1.69
H 1.55 2.30 0.38
H 0.17 1.87 1.72
H -1.01 -0.14 1.35
H -0.36 1.05 -0.74
H 0.91 -1.94 0.03
H 2.52 -0.56 -0.14
```

Properties
Energy above the lowest of the compared OMol25 structures with the same formula, charge and spin ... 97.0 kcal per mole
Spin multiplicity ... 1
Orbital gap (alpha / beta) ... 0.30339 / 0.30618 Eh
HOMO energy (alpha / beta) ... -0.280 / -0.282 Eh

=====

No. 6
Density functional theory data (wB97M-V/def2-TZVPD) for one molecule with the formula C21H25N3O4S2.

XYZ file:
```
55
C21H25N3O4S2 (wB97M-V/def2-TZVPD)
C 0.49 0.24 -3.39
H 0.02 0.30 -2.41
H -0.23 0.52 -4.15
H 0.81 -0.79 -3.57
C 1.69 1.17 -3.45
N 2.59 0.93 -2.33
S 3.42 -0.52 -2.45
O 4.61 -0.43 -1.65
O 3.54 -0.94 -3.82
C 2.33 -1.67 -1.60
C 1.71 -1.27 -0.43
C 0.92 -2.18 0.26
C 0.77 -3.48 -0.22
C 1.40 -3.87 -1.39
C 2.19 -2.96 -2.08
H 2.69 -3.22 -3.00
H 1.29 -4.87 -1.76
H 0.16 -4.17 0.34
C 0.24 -1.79 1.47
N -0.48 -2.53 2.25
N -0.96 -1.75 3.23
C -0.51 -0.56 3.00
S -0.80 0.87 3.91
C -2.29 0.36 4.85
C -3.54 1.10 4.38
O -4.20 0.51 3.29
C -3.50 0.26 2.12
C -3.45 -1.07 1.71
C -2.82 -1.42 0.54
C -2.21 -0.45 -0.24
C -2.28 0.87 0.15
C -2.94 1.26 1.32
C -3.04 2.72 1.66
H -2.95 3.32 0.75
H -2.23 3.02 2.33
H -3.99 2.94 2.13
H -1.82 1.64 -0.46
H -1.70 -0.73 -1.15
H -2.79 -2.46 0.24
H -3.91 -1.81 2.34
H -4.28 1.08 5.18
H -3.28 2.15 4.19
H -2.38 -0.72 4.71
H -2.09 0.59 5.89
O 0.26 -0.50 1.91
H 1.84 -0.26 -0.08
C 3.37 2.05 -1.86
C 4.35 2.60 -2.90
H 3.82 2.99 -3.77
H 4.95 3.39 -2.47
H 5.01 1.79 -3.23
H 2.68 2.83 -1.53
H 3.93 1.69 -1.00
H 1.36 2.21 -3.38
H 2.22 1.03 -4.40
```

Properties
SMILES ... CCN(CC)S(=O)(=O)c1cccc(-c2nnc(SCCOc3ccccc3C)o2)c1
Energy above the lowest of the compared OMol25 structures with the same formula, charge and spin ... 58.3 kcal per mole
Spin multiplicity ... 1
Orbital gap ... 0.31904 Eh
HOMO energy ... -0.316 Eh

=====

Number 1: electronic energy -3494.35291 a.u.. Number 2: electronic energy -542.44499 a.u.. Number 3: electronic energy -890.85313 a.u.. Number 4: electronic energy -1703.93530 a.u.. Number 5: electronic energy -631.67006 a.u.. Number 6: electronic energy -2076.78750 a.u..